100
Properties=species:S:1:pos:R:3:forces:R:3 method="wB97M-V/def2-TZVPD" largest_force_ha_per_bohr=0.0133 charge=-2 e_homo_ev="-1.245 / -1.912" spin_multiplicity=6 gap_ha="0.1728 / 0.1917"
Mn -0.980560 -0.435270 -0.006553 -0.51 0.18 -0.42
Cl -2.522313 -1.344203 7.754840 0.00 0.00 0.00
Cl -8.433158 -3.699156 -4.739379 0.00 0.00 0.00
Cl -3.906218 8.392982 -0.625478 -0.01 0.01 0.00
Cl 4.452936 -7.654147 -2.881587 0.00 0.00 0.00
S 3.142661 0.692051 3.542376 0.02 0.03 0.05
S 2.888363 -0.073258 -1.912271 -0.07 -0.01 -0.04
S -0.091181 0.612375 -2.032113 0.02 -0.12 -0.12
N 0.043319 4.039358 -3.210663 -0.01 0.06 -0.10
N 0.490201 -1.495982 0.512764 0.02 -0.35 0.27
N 3.156417 1.397441 0.895750 -0.04 -0.05 -0.06
N 2.512605 0.288504 0.552872 -0.04 0.00 0.06
N -0.741057 1.106550 1.222291 0.05 0.01 0.11
N -2.706489 0.333922 -0.525939 0.01 -0.12 0.12
N -1.445672 -2.222326 -0.862144 0.01 0.14 -0.06
N 4.231689 3.128435 -3.298888 0.06 0.06 0.01
N 2.398234 -1.880250 3.531719 0.01 -0.06 0.01
C 4.254566 2.945541 2.370989 0.11 -0.03 -0.01
C 0.630394 -0.280320 2.702219 0.01 -0.04 -0.10
C 3.386755 -6.400739 -2.282293 -0.01 0.00 0.01
C -2.535768 4.681508 -1.229297 0.00 -0.08 0.02
C 0.318399 -0.130801 5.216700 -0.02 0.08 0.04
C -4.315090 1.874952 -1.055965 0.04 0.03 0.01
C 1.595633 1.004947 -2.232819 0.01 0.03 0.14
C -4.877133 -2.111590 -2.412521 -0.03 -0.02 0.00
C -2.082572 -1.509693 5.084596 0.00 0.00 0.06
C -3.705328 -1.610225 -1.650307 -0.02 0.02 0.02
C 3.392622 4.048957 2.977551 -0.02 0.02 0.01
C -3.719072 -0.299180 -1.202960 0.04 0.02 -0.02
C -4.760821 0.671519 -1.472704 -0.01 -0.02 -0.02
C 1.690040 -4.414653 -1.325230 0.05 -0.10 -0.07
C 0.834473 -3.332760 -0.808460 0.09 0.08 0.09
C 0.296883 2.373668 2.770280 0.02 0.00 -0.07
C -2.704913 4.076224 0.015404 -0.04 0.13 0.02
C 3.188089 2.722008 -3.020699 0.01 -0.03 -0.07
C 2.177579 -0.668287 2.775375 -0.04 -0.01 -0.08
C -1.167092 -4.136474 -2.074556 0.04 0.04 0.03
C -1.603274 -1.051560 6.297265 -0.03 -0.01 -0.01
C -3.230120 4.833029 1.061476 -0.01 -0.06 -0.02
C -0.406437 -0.361259 6.374219 0.00 -0.02 -0.01
C 0.836892 3.228939 -2.994572 0.04 -0.02 0.07
C -3.024791 1.682998 -0.435287 0.00 0.04 -0.02
C -2.902357 6.003426 -1.433380 -0.01 0.05 0.02
C 3.516107 1.666374 2.090194 0.03 0.11 0.02
C 2.220191 -6.760012 -1.630899 0.05 -0.04 -0.03
C -5.257017 -1.536893 -3.624710 0.02 -0.01 -0.01
C -3.436820 6.721956 -0.379543 0.01 0.00 -0.01
C -5.614709 -3.200457 -1.947819 0.02 0.02 0.01
C -0.132884 -0.591153 3.981497 0.00 -0.01 0.05
C 2.885631 -0.857417 1.369166 0.07 -0.01 -0.06
C -1.214769 2.377113 1.091892 -0.03 0.02 -0.14
C -2.442470 -3.692464 -2.287732 -0.04 0.01 -0.01
C -6.345502 -2.011852 -4.340859 -0.04 -0.03 -0.01
C 0.180424 1.106462 2.239436 -0.05 0.04 0.08
C 3.725142 -5.070881 -2.465827 0.00 -0.05 -0.01
C -0.575510 3.192920 2.024535 0.05 -0.03 -0.01
C 1.865719 2.279812 -2.731461 0.04 0.00 0.02
C -2.593829 -2.483811 -1.555825 -0.03 -0.04 0.03
C 2.875108 -4.087007 -1.987860 0.01 0.04 -0.05
C -3.602333 6.154534 0.871998 -0.02 0.04 0.01
C -7.058147 -3.087938 -3.843442 -0.01 -0.01 -0.01
C 2.653851 -2.164095 0.639663 0.12 -0.08 0.03
C 0.062827 -0.998563 1.529488 0.40 0.13 0.13
C 1.383869 -5.764242 -1.152292 -0.04 0.03 0.06
C -2.304837 2.662559 0.200120 0.01 -0.08 0.06
C -0.523948 -3.223295 -1.183479 -0.04 -0.07 -0.08
C 1.449721 -2.402846 0.066251 -0.15 0.12 -0.04
C -6.701119 -3.694817 -2.651998 -0.03 0.01 -0.02
C -1.341883 -1.278025 3.935540 0.01 -0.05 -0.03
H -0.048265 0.000201 7.328206 0.00 0.00 0.01
H 1.976046 -7.804382 -1.491634 0.01 -0.01 0.00
H -1.729345 -1.631651 2.986748 0.02 0.01 0.01
H 5.102690 2.735213 3.033306 -0.01 0.00 -0.01
H 0.475872 -6.035139 -0.627648 0.00 0.01 0.00
H 3.109279 -3.040488 -2.150923 -0.01 0.03 0.03
H -4.829331 2.820628 -1.118524 0.01 0.02 0.00
H 3.956170 -0.821061 1.613368 -0.06 -0.03 0.02
H 2.563267 4.289390 2.313809 -0.02 0.00 -0.02
H 0.927552 2.664985 3.591208 0.02 0.02 0.03
H -3.357229 4.372155 2.032583 0.00 -0.01 0.03
H -0.696809 -4.990283 -2.531358 0.01 -0.03 0.00
H -3.179985 -4.124069 -2.943795 -0.03 -0.01 0.00
H 1.742894 -2.001139 4.292558 0.02 0.02 0.01
H -2.076018 4.118292 -2.032267 -0.01 0.03 0.00
H 3.510108 -2.786207 0.420996 0.00 0.02 -0.04
H -3.023122 -2.039994 5.034898 -0.01 -0.01 0.01
H -7.269437 -4.536677 -2.280589 -0.01 -0.01 0.00
H -5.706794 0.456539 -1.941198 -0.01 -0.02 -0.01
H -5.324210 -3.665057 -1.014040 0.01 0.00 0.01
H 4.634541 -4.807338 -2.987767 0.02 0.00 -0.01
H -0.727589 4.252313 2.149198 -0.02 0.04 0.01
H 1.239296 0.434617 5.276176 -0.01 -0.01 -0.01
H 3.984318 4.952041 3.140405 0.01 0.02 -0.01
H -4.678401 -0.709647 -4.014908 0.01 0.01 0.01
H 2.335449 -2.676838 2.903514 -0.01 0.01 0.01
H -6.630082 -1.561052 -5.281653 -0.01 0.00 -0.01
H 4.661198 3.272048 1.412698 -0.02 0.01 0.01
H -2.755475 6.472508 -2.396377 0.01 -0.01 -0.01
H 2.975759 3.743352 3.938017 -0.01 -0.01 0.04
H -4.019739 6.737654 1.681707 0.00 0.01 0.00